Below is a 2-piece molecular cluster, C5H12O2 overall at a distorted geometry, with properties calculated with the ωB97M-V functional and the def2-TZVPD basis.

Calculated values
- SMILES string = CC/C=C/CO.O
- HOMO (eV) = -9.372
- lowest unoccupied orbital energy (eV) = 1.03
- frontier orbital gap (eV) = 10.403
- energy above the lowest of the compared OMol25 structures with the same formula, charge and spin (kJ/mol) = 240.6

The geometry in ORCA input format:
```
! RIJCOSX wB97M-V def2-TZVPD def2/J DEFGRID3
* xyz 0 1
C -0.114 0.746 -3.440
C -0.836 -0.193 -2.404
C -0.942 0.363 -1.053
C -1.127 -0.308 0.107
C -0.979 0.280 1.475
O -0.322 -0.698 2.327
H 0.069 0.245 -4.383
H 0.889 1.022 -3.115
H -0.747 1.624 -3.548
H -0.184 -1.081 -2.396
H -1.752 -0.517 -2.915
H -1.213 1.427 -0.906
H -0.712 -1.315 -0.128
H -1.925 0.565 1.966
H -0.354 1.170 1.425
H -0.575 -1.509 1.873
O 3.330 -0.789 4.822
H 4.282 -0.816 4.716
H 3.211 -0.215 5.577
*
```

Below is a 2-piece molecular cluster, C36H46N3O4 overall at a distorted geometry, with properties calculated with the ωB97M-V functional and the def2-TZVPD basis.

Calculated values
- HOMO (eV) = -10.345
- lowest unoccupied orbital energy (eV) = -4.92
- frontier orbital gap (eV) = 5.429
- energy above the lowest of the compared OMol25 structures with the same formula, charge and spin (kJ/mol) = 0.0

The geometry in ORCA input format:
```
! RIJCOSX wB97M-V def2-TZVPD def2/J DEFGRID3
* xyz 1 1
C 6.535 -3.662 -3.210
O 7.135 -2.472 -2.759
C 6.227 -1.463 -2.408
C 4.847 -1.567 -2.536
C 3.999 -0.552 -2.129
C 2.516 -0.731 -2.221
C 1.901 -1.355 -0.968
C 2.440 -2.754 -0.714
O 3.594 -3.073 -0.523
N 1.365 -3.611 -0.760
C 1.553 -5.039 -0.594
C 0.048 -2.945 -0.972
C -0.554 -3.456 -2.276
C -0.824 -3.214 0.252
N 0.415 -1.485 -1.082
C -0.436 -0.430 -1.250
C -1.799 -0.580 -1.376
C -2.734 0.416 -1.585
C -4.130 0.154 -1.702
C -5.059 1.198 -1.894
C -6.405 0.935 -2.006
C -6.876 -0.365 -1.932
C -5.988 -1.407 -1.745
C -4.642 -1.158 -1.631
C 4.537 0.598 -1.582
C 5.912 0.758 -1.435
O 6.528 1.876 -0.855
C 5.647 2.916 -0.505
C 6.762 -0.277 -1.870
O 8.158 -0.134 -1.748
C 8.604 -0.608 -0.507
H 7.322 -4.384 -3.431
H 5.887 -4.066 -2.429
H 5.968 -3.466 -4.122
H 4.408 -2.475 -2.904
H 2.049 0.235 -2.428
H 2.279 -1.365 -3.080
H 2.116 -0.732 -0.090
H 2.612 -5.252 -0.464
H 1.014 -5.394 0.282
H 1.194 -5.570 -1.474
H 0.168 -3.334 -3.081
H -0.810 -4.512 -2.201
H -1.454 -2.915 -2.555
H -0.285 -2.930 1.155
H -1.756 -2.656 0.236
H -1.075 -4.271 0.327
H -0.003 0.552 -1.284
H -2.169 -1.581 -1.314
H -2.393 1.431 -1.679
H -4.705 2.213 -1.951
H -7.105 1.741 -2.153
H -7.930 -0.569 -2.021
H -6.353 -2.420 -1.689
H -3.976 -1.988 -1.489
H 3.869 1.372 -1.254
H 6.237 3.749 -0.119
H 5.097 3.248 -1.387
H 4.962 2.575 0.273
H 9.687 -0.492 -0.453
H 8.129 -0.027 0.286
H 8.338 -1.663 -0.413
C -6.981 3.163 4.662
C -6.035 3.803 5.437
C -4.703 3.455 5.329
C -4.299 2.464 4.446
C -2.844 2.147 4.257
C -2.169 3.088 3.252
C -0.681 2.753 2.971
C -0.471 2.995 1.454
C -1.851 3.397 0.899
N -2.849 3.057 1.930
C -5.261 1.828 3.676
C -6.593 2.174 3.782
H -8.020 3.437 4.741
H -6.336 4.579 6.123
H -3.962 3.957 5.928
H -2.322 2.191 5.219
H -2.737 1.115 3.910
H -2.240 4.120 3.630
H -0.011 3.366 3.586
H -0.476 1.711 3.240
H 0.276 3.776 1.263
H -0.098 2.089 0.961
H -1.899 4.472 0.687
H -2.089 2.875 -0.033
H -3.660 3.684 1.921
H -4.953 1.065 2.983
H -7.330 1.673 3.175
*
```

Below is C4H12ClO4Zn2 as an isolated structure at a distorted geometry, with properties calculated with the ωB97M-V functional and the def2-TZVPD basis.

Calculated values
- HOMO (eV) = -18.854
- lowest unoccupied orbital energy (eV) = -16.37
- frontier orbital gap (eV) = 2.482
- energy above the lowest of the compared OMol25 structures with the same formula, charge and spin (kJ/mol) = 425.6

The geometry in ORCA input format:
```
! RIJCOSX wB97M-V def2-TZVPD def2/J DEFGRID3
* xyz 3 1
Zn 4.275 -8.011 24.542
Zn 3.359 -9.487 20.295
Cl 4.283 -8.315 22.218
C 2.229 -5.046 21.419
C 1.176 -6.081 21.857
O 0.678 -5.675 23.126
O 1.582 -3.806 21.583
H 2.462 -5.249 20.370
H 3.077 -5.125 22.106
H 1.658 -7.050 22.021
H 0.321 -6.194 21.177
H 0.597 -4.694 23.073
H 2.111 -3.112 21.163
C 8.269 -6.410 20.194
C 6.791 -6.071 19.912
O 6.586 -5.901 18.538
O 8.714 -7.295 19.230
H 8.290 -6.893 21.179
H 8.838 -5.470 20.241
H 6.532 -5.140 20.425
H 6.156 -6.916 20.276
H 5.864 -5.263 18.411
H 9.446 -7.817 19.607
*
```

Below is a 2-piece molecular cluster, C2H9N3 overall at a distorted geometry, with properties calculated with the ωB97M-V functional and the def2-TZVPD basis.

Calculated values
- HOMO (spin up / spin down) (eV) = -7.351 / -8.520
- lowest unoccupied orbital energy (spin up / spin down) (eV) = 0.90 / 0.99
- frontier orbital gap (spin up / spin down) (eV) = 8.252 / 9.509
- energy above the lowest of the compared OMol25 structures with the same formula, charge and spin (kJ/mol) = 476.4

The geometry in ORCA input format:
```
! RIJCOSX wB97M-V def2-TZVPD def2/J DEFGRID3
* xyz 0 1
C 1.821 -0.166 0.301
C 0.466 -0.630 -0.138
N -0.637 1.562 -0.443
N -2.468 -0.469 0.323
N -0.449 0.488 0.319
H 2.518 -0.857 -0.015
H 2.151 0.895 0.040
H 1.811 -0.249 1.355
H 0.216 -0.828 -1.278
H 0.359 -1.613 0.404
H -1.211 2.322 0.058
H -0.504 1.612 -1.463
H -2.215 -1.501 0.173
H -2.573 -0.465 1.342
*
```

Below is C25H31N5O5OsS as an isolated structure at a distorted geometry, with properties calculated with the ωB97M-V functional and the def2-TZVPD basis.

Calculated values
- HOMO (spin up / spin down) (eV) = -14.217 / -14.001
- lowest unoccupied orbital energy (spin up / spin down) (eV) = -8.68 / -9.04
- frontier orbital gap (spin up / spin down) (eV) = 5.537 / 4.958
- energy above the lowest of the compared OMol25 structures with the same formula, charge and spin (kJ/mol) = 178.1

The geometry in ORCA input format:
```
! RIJCOSX wB97M-V def2-TZVPD def2/J DEFGRID3
* xyz 2 1
Os -0.025 -0.133 -0.152
O -1.993 -0.251 -0.314
C -2.876 -0.752 0.473
C -4.239 -0.514 0.133
C -5.245 -1.036 0.891
C -4.929 -1.802 2.027
C -3.604 -2.045 2.376
C -2.555 -1.547 1.621
C -1.181 -1.870 1.958
N -0.067 -1.359 1.420
C 1.016 -2.006 1.973
C 0.553 -2.910 2.871
N -0.808 -2.807 2.853
H -4.428 0.078 -0.752
H -6.278 -0.865 0.625
H -5.721 -2.207 2.641
H -3.414 -2.634 3.263
H 2.022 -1.790 1.665
H 1.069 -3.610 3.505
H -1.436 -3.390 3.384
C -0.893 1.787 1.825
C -1.346 3.024 1.071
C -0.293 4.117 0.924
C 0.956 3.720 0.148
N 1.931 3.001 0.986
C 2.511 1.841 0.747
S 2.020 0.794 -0.594
N 3.533 1.430 1.477
C 4.194 2.221 2.526
C 3.460 2.167 3.861
C 4.156 3.000 4.937
C 4.150 4.497 4.645
H -1.718 1.121 2.062
H -0.351 2.015 2.746
H -0.112 1.199 1.262
H -2.204 3.443 1.601
H -1.716 2.734 0.084
H -0.001 4.493 1.910
H -0.744 4.965 0.409
H 1.461 4.609 -0.231
H 0.717 3.096 -0.710
H 2.279 3.525 1.779
H 3.939 0.545 1.214
H 4.309 3.243 2.158
H 5.201 1.821 2.635
H 3.392 1.122 4.174
H 2.428 2.523 3.745
H 5.183 2.645 5.061
H 3.657 2.813 5.888
H 4.749 4.756 3.770
H 4.562 5.056 5.483
H 3.131 4.861 4.484
O -0.973 -2.821 -0.807
C -0.287 -2.451 -1.733
O 0.332 -1.271 -1.689
C -0.093 -3.202 -3.002
C 0.738 -2.744 -4.022
C 0.886 -3.484 -5.185
C 0.201 -4.680 -5.341
C -0.622 -5.109 -4.316
C -0.784 -4.399 -3.146
N -1.361 -6.382 -4.474
O -2.074 -6.724 -3.556
O -1.215 -6.978 -5.517
H 1.267 -1.809 -3.905
H 1.533 -3.130 -5.975
H 0.294 -5.278 -6.236
H -1.431 -4.771 -2.366
*
```

Q: Which of these has the lowest energy above the lowest of the compared OMol25 structures with the same formula, charge and spin?
A: C36H46N3O4

Q: Look up the energy above the lowest of the compared OMol25 structures with the same formula, charge and spin of the fourth one.
A: 476.4 kJ/mol